Version i
# H3OPS

An isolated molecule of H3OPS (ωB97M-V with the def2-TZVPD basis set, the OMol25 dataset).

Cartesian coordinates (Å):
O: 0.638 1.509 0.115
P: -0.439 0.213 0.053
S: 0.452 -1.244 -1.178
H: 0.234 2.134 0.747
H: -0.190 -0.618 1.395
H: -0.695 -1.995 -1.131

Properties
**Orbital gap**: 9.17 eV
**M**: 82.1 g mol⁻¹
**SMILES string**: OPS

Version ii
# H3OPS

A cluster of 2 separate species, H3OPS in total (ωB97M-V with the def2-TZVPD basis set, the OMol25 dataset).

Cartesian coordinates (Å):
O: 1.722 0.022 -0.143
P: -0.655 0.100 0.202
S: -1.043 0.798 1.925
H: 1.834 -0.557 -0.900
H: -0.971 -1.218 -0.136
H: -0.887 0.854 -0.949

Properties
**Orbital gap (spin up / spin down)**: 8.55 / 8.55 eV
**M**: 82.1 g mol⁻¹

Version iii
# H3OPS

A cluster of 2 separate species, H3OPS in total (ωB97M-V with the def2-TZVPD basis set, the OMol25 dataset).

Cartesian coordinates (Å):
O: 0.060 -0.144 0.688
P: -1.208 0.053 -0.102
S: 2.682 0.583 0.234
H: -2.301 0.369 0.869
H: -1.487 -1.268 -0.656
H: 2.255 0.407 -1.034

Properties
**Orbital gap (spin up / spin down)**: 7.36 / 7.48 eV
**M**: 82.1 g mol⁻¹

Relative energies, unit eV: version i 0.000; version ii 1.957; version iii 2.801